The following is a DFT calculation (ωB97M-V/def2-TZVPD) of the molecule C9H16N2 in a non-equilibrium geometry.

Each atom is followed by the atoms it is bonded to, with distances in Å.
Element x y z (Å)
1 H -0.446 2.023 2.463  C7 1.084
2 C -1.745 -1.680 -1.278  H8 1.108, C17 1.553, H22 1.116, C27 1.532
3 C 0.191 0.022 0.496  C4 1.543, H5 1.080, C13 1.558, C16 1.542
4 C -0.117 0.806 -0.797  C3 1.543, N25 1.312, N26 1.363
5 H -0.631 0.186 1.176  C3 1.080
6 H -1.621 -2.338 0.801  C17 1.110
7 C 0.514 2.506 2.323  H1 1.084, C21 1.392, H23 1.082
8 H -2.353 -2.474 -1.755  C2 1.108
9 H -1.428 -0.898 -3.259  C27 1.114
10 H 2.558 2.326 1.655  C21 1.088
11 H -0.644 -3.270 -0.344  C17 1.081
12 H 0.604 2.642 -0.244  N26 1.006
13 C 1.526 0.443 1.180  C3 1.558, H20 1.100, C21 1.509, H24 1.104
14 H 1.129 -1.709 -0.408  C16 1.108
15 H 0.613 -1.948 1.260  C16 1.100
16 C 0.305 -1.503 0.302  C3 1.542, H14 1.108, H15 1.100, C17 1.518
17 C -0.950 -2.267 -0.081  C2 1.553, H6 1.110, H11 1.081, C16 1.518
18 H 0.067 2.452 -1.893  N26 1.014
19 H 0.079 -1.489 -2.451  C27 1.085
20 H 1.767 -0.233 2.014  C13 1.100
21 C 1.577 1.858 1.700  C7 1.392, H10 1.088, C13 1.509
22 H -2.474 -0.947 -0.856  C2 1.116
23 H 0.621 3.477 2.789  C7 1.082
24 H 2.298 0.360 0.396  C13 1.104
25 N -0.624 0.467 -1.959  C4 1.312, C27 1.492
26 N 0.045 2.154 -0.924  C4 1.363, H12 1.006, H18 1.014
27 C -0.860 -0.965 -2.304  C2 1.532, H9 1.114, H19 1.085, N25 1.492

Output
SMILES string: C=CC[C@@H]1CCCCN=C1N
ΔE to the lowest compared entry with this formula, charge and spin, kcal/mol: 35.1
LUMO energy, eV: 1.0
Largest force on an atom, eV/Å: 3.37
Kohn-Sham gap, eV: 9.06
Total energy, eV: -12571.3007
E_HOMO, eV: -8.101



The following is a DFT calculation (ωB97M-V/def2-TZVPD) of a 2-piece molecular cluster, C9H16N2O2 overall in a non-equilibrium geometry.

Each atom is followed by the atoms it is bonded to, with distances in Å.
Element x y z (Å)
1 H 2.468 1.011 -0.963  C18 1.131
2 H 4.420 2.273 -0.114  C4 1.089
3 C 3.908 0.260 0.443  C4 1.541, H5 1.139, C18 1.537, H22 1.088
4 C 4.450 1.661 0.787  H2 1.089, C3 1.541, H9 1.065, H21 1.157
5 H 4.611 -0.167 -0.345  C3 1.139
6 N -5.173 0.155 0.727  C17 1.427, H19 1.066, C23 1.386
7 C -2.594 -0.422 -0.234  N15 1.443, O16 1.300, C27 1.374
8 H -4.746 -1.392 2.034  C17 1.043
9 H 3.830 2.133 1.512  C4 1.065
10 C 2.080 -1.106 -0.652  C11 1.535, C18 1.512, H20 1.051, H29 1.096
11 C 0.709 -0.908 -1.312  C10 1.535, H12 1.152, H13 1.105, H28 1.110
12 H 0.177 -1.927 -1.245  C11 1.152
13 H 0.806 -0.529 -2.345  C11 1.105
14 H -3.181 0.808 -1.675  N15 0.979
15 N -3.563 0.452 -0.847  C7 1.443, H14 0.979, C23 1.388
16 O -1.386 -0.327 -0.706  C7 1.300
17 C -4.332 -0.888 1.220  N6 1.427, H8 1.043, C27 1.339
18 C 2.479 0.253 -0.123  H1 1.131, C3 1.537, C10 1.512, H24 1.107
19 H -5.854 0.398 1.509  N6 1.066
20 H 2.113 -1.710 0.208  C10 1.051
21 H 5.528 1.562 1.195  C4 1.157
22 H 4.121 -0.376 1.301  C3 1.088
23 C -4.700 0.998 -0.267  N6 1.386, N15 1.388, O26 1.210
24 H 1.791 0.560 0.688  C18 1.107
25 H -2.346 -1.711 1.299  C27 1.105
26 O -5.345 1.916 -0.721  C23 1.210
27 C -3.157 -1.261 0.697  C7 1.374, C17 1.339, H25 1.105
28 H 0.044 -0.245 -0.720  C11 1.110
29 H 2.841 -1.471 -1.352  C10 1.096

Output
SMILES string: O=c1cc[nH]c(=O)[nH]1.CCCCC
ΔE to the lowest compared entry with this formula, charge and spin, kcal/mol: 84.9
LUMO energy, eV: -0.4
Largest force on an atom, eV/Å: 9.50
Kohn-Sham gap, eV: 9.16
Total energy, eV: -16665.6238
E_HOMO, eV: -9.553